13
Properties=species:S:1:pos:R:3:forces:R:3 method="wB97M-V/def2-TZVPD" e_above_lowest_kcal_mol=31.6 spin_multiplicity=2 charge=-1 energy_ev=-6217.7617 lumo_ev="4.089 / 4.037" largest_force_ha_per_bohr=0.029
C -0.76573 -0.89468 2.53996 -0.705 0.062 0.207
N -1.19250 -0.00416 1.74959 0.724 -0.505 0.348
H -0.79280 -0.74607 3.62326 -0.089 0.167 0.027
H -0.46509 -1.90164 2.24571 0.430 -0.010 -0.300
H -0.99656 -0.31613 0.78413 -0.333 0.369 -0.338
C 1.21553 -0.25502 -1.60166 -0.601 -0.025 0.957
C -0.43971 1.34320 -1.08145 -0.018 1.153 -0.047
N -0.15984 0.05858 -1.22104 0.452 -1.211 -0.785
H 1.21160 -1.23223 -2.10284 0.257 0.035 -0.004
H 1.89703 -0.31952 -0.73002 0.052 -0.112 -0.026
H 1.67056 0.50487 -2.25602 -0.136 0.054 -0.259
H -1.44618 1.69953 -1.32157 0.054 -0.002 0.445
H 0.26370 2.06327 -0.62804 -0.087 0.025 -0.226

=====

13
Properties=species:S:1:pos:R:3:forces:R:3 method="wB97M-V/def2-TZVPD" e_above_lowest_kcal_mol=51.8 smiles="[H]/N=C/N.C=C" energy_ev=-6219.6004 lumo_ev=0.829 largest_force_ha_per_bohr=0.025
H -2.72093 0.18496 -2.87401 -0.046 -0.435 -0.013
N -2.77442 0.07185 -1.86529 -0.188 0.793 0.034
C -1.70226 0.53773 -1.36258 -0.405 -0.888 -0.591
N -1.52780 0.66713 -0.00886 0.553 0.125 -0.580
H -0.84577 0.73795 -2.01231 0.235 0.300 0.404
H -2.35347 0.96929 0.48100 0.107 -0.088 0.265
H -0.64565 1.09402 0.21794 -0.254 0.196 0.483
C 3.10517 -0.58622 2.23496 0.744 -0.288 0.011
C 2.79616 -0.79251 0.96814 -0.545 1.103 -0.440
H 4.01553 -1.01572 2.63544 -0.108 -0.181 0.196
H 2.54797 0.05162 2.90774 -0.158 0.013 -0.167
H 3.37196 -1.35649 0.24818 0.182 -0.238 0.299
H 1.98344 -0.21362 0.52608 -0.118 -0.413 0.099

=====

13
Properties=species:S:1:pos:R:3:forces:R:3 method="wB97M-V/def2-TZVPD" e_above_lowest_kcal_mol=73.3 smiles="C=NC.C=N" energy_ev=-6218.6697 lumo_ev=0.972 largest_force_ha_per_bohr=0.039
C 1.84087 -0.30706 -1.65172 -0.873 0.477 -0.214
N 0.92004 -0.63574 -0.84187 1.884 -0.338 0.308
C 1.38167 -0.53123 0.58240 -2.008 -0.007 -0.306
H 1.72623 -0.51207 -2.71569 -0.145 0.194 0.031
H 2.70465 0.29419 -1.35043 0.312 -0.450 0.068
H 1.61565 0.48645 0.90032 0.302 -0.025 -0.189
H 0.49136 -0.83960 1.13602 0.315 0.040 0.432
H 2.16828 -1.24765 0.79475 0.198 0.124 -0.093
C -2.38943 0.99078 0.54324 -0.461 -0.459 -1.619
N -3.41127 0.38426 0.99165 0.823 0.303 0.431
H -2.50287 1.96132 0.06484 -0.135 0.337 0.473
H -1.44828 0.49919 0.26746 0.107 0.003 0.666
H -3.09691 -0.54284 1.27905 -0.320 -0.200 0.012

=====

13
Properties=species:S:1:pos:R:3:forces:R:3 method="wB97M-V/def2-TZVPD" e_above_lowest_kcal_mol=89.5 smiles=CC1(C)NN1 energy_ev=-6217.9658 lumo_ev=1.132 largest_force_ha_per_bohr=0.099
C -0.55366 1.31934 -0.25192 -2.457 -0.639 -1.945
C 0.12494 0.11390 0.17298 3.152 -3.502 -1.976
C -0.69955 -1.24093 0.03193 -2.339 2.988 -0.597
N 1.27766 -0.01959 0.98396 0.139 -1.297 0.894
N 1.61739 -0.01553 -0.43457 -2.061 1.395 0.515
H -0.17025 2.21463 0.15212 -0.011 1.020 0.967
H -1.66214 1.01567 -0.03724 1.673 1.737 -0.470
H -0.36673 1.43560 -1.37387 -0.750 -0.302 1.371
H -1.14351 -1.42931 0.98693 0.255 -0.654 0.885
H -0.17365 -2.04487 -0.39664 0.867 -0.955 -0.075
H -1.69188 -1.13096 -0.58561 2.052 0.224 0.568
H 1.67546 0.74407 1.53787 -0.424 0.189 -0.942
H 1.76592 -0.96201 -0.78595 -0.096 -0.205 0.804

=====

13
Properties=species:S:1:pos:R:3:forces:R:3 method="wB97M-V/def2-TZVPD" e_above_lowest_kcal_mol=119.1 smiles="C=NC.C=N" energy_ev=-6216.6838 lumo_ev=0.595 largest_force_ha_per_bohr=0.082
C -0.29439 -1.22685 -1.42160 -1.343 -2.020 0.038
N 0.24970 -1.12857 -2.56476 -0.380 0.503 0.924
C -0.72500 -0.70347 -3.62081 0.375 0.118 1.720
H 0.08981 -1.60882 -0.45353 1.082 0.576 -0.910
H -1.40350 -1.33638 -1.33942 0.257 0.974 -0.178
H -1.18583 -1.59992 -4.07144 0.848 0.667 -0.747
H -0.22960 0.13322 -4.13336 -0.261 -1.013 -0.923
H -1.53791 -0.22056 -3.09709 -0.580 0.195 0.080
C 1.29799 1.71793 4.36520 -1.690 -3.263 0.671
N 0.09306 1.75855 3.89138 1.966 3.276 -1.759
H 1.98087 2.42725 4.82844 -0.944 0.607 0.571
H 1.47698 0.62716 4.56943 1.965 0.652 -0.925
H 0.18781 1.16045 3.04757 -1.295 -1.271 1.440

=====

13
Properties=species:S:1:pos:R:3:forces:R:3 method="wB97M-V/def2-TZVPD" e_above_lowest_kcal_mol=71.5 smiles=N[C@@H]1C[C@@H]1N energy_ev=-6218.7479 lumo_ev=1.122 largest_force_ha_per_bohr=0.082
N 0.06599 -0.46278 -1.65407 -1.222 -0.009 -2.057
C 0.60590 -0.45371 -0.37607 0.273 -0.879 1.521
C -0.11692 -1.12686 0.83345 2.961 1.280 0.327
C 0.25693 0.45332 0.75966 -1.660 -3.093 -2.292
N -0.66019 1.47194 0.52108 -2.026 1.444 -0.116
H -0.74257 0.10622 -1.82336 -0.239 0.220 0.215
H 0.62562 -0.43449 -2.50026 0.360 0.006 0.829
H 1.67666 -0.57510 -0.39215 0.173 -0.580 -0.055
H 0.51395 -1.84157 1.44470 -0.979 1.033 -0.578
H -1.15659 -1.35495 0.76766 -0.524 -0.006 -0.257
H 1.14034 0.79174 1.14780 1.764 0.798 1.765
H -1.56361 1.27958 -0.04054 2.186 0.567 1.969
H -0.64550 2.14667 1.31210 -1.068 -0.780 -1.270

=====

13
Properties=species:S:1:pos:R:3:forces:R:3 method="wB97M-V/def2-TZVPD" e_above_lowest_kcal_mol=67.4 smiles="C=NC.C=N" energy_ev=-6218.9256 lumo_ev=0.973 largest_force_ha_per_bohr=0.021
C -1.73438 -1.09188 -0.26949 0.169 0.590 0.033
N -2.01820 -0.14159 -1.05217 0.107 -0.491 0.102
C -1.70477 -0.35491 -2.45335 -0.349 0.526 -0.265
H -2.03993 -1.01280 0.76799 0.041 -0.037 0.119
H -1.14886 -1.96684 -0.56433 -0.114 -0.133 -0.105
H -0.87423 -1.03325 -2.65869 -0.125 -0.333 0.146
H -1.48381 0.57933 -2.97112 0.020 0.134 0.273
H -2.65006 -0.69814 -2.88153 0.258 -0.255 -0.298
C 2.35208 0.97729 2.41784 0.252 0.550 0.171
N 3.60049 0.98617 2.27382 0.433 -0.914 -0.441
H 1.82923 0.04647 2.21233 -0.182 0.050 0.082
H 1.78378 1.85475 2.74353 -0.181 -0.149 -0.082
H 4.08867 1.85540 2.43517 -0.328 0.462 0.264

=====

13
Properties=species:S:1:pos:R:3:forces:R:3 method="wB97M-V/def2-TZVPD" e_above_lowest_kcal_mol=144.0 energy_ev=-6215.6033 lumo_ev=-0.212 largest_force_ha_per_bohr=0.033
N -1.12137 -0.82616 0.72991 0.656 0.768 0.227
C -0.17019 -0.72219 1.57249 -1.246 -1.139 0.258
N 0.35324 -0.99373 2.68221 0.314 0.549 -0.195
H -1.66550 -1.67874 0.72182 0.283 -0.078 0.106
H -0.35797 -0.27275 -0.69329 0.465 0.454 -0.170
H -0.32582 -1.19829 3.41273 -0.005 -0.048 -0.194
H 0.80390 0.12178 0.95117 0.227 0.232 -0.702
C 0.43540 0.25889 -1.35847 -1.025 -0.281 -0.879
C 0.11950 1.44430 -1.90713 0.198 -0.235 0.305
H 0.58195 1.80497 -2.81681 0.073 0.024 0.006
H 1.09842 -0.41513 -1.89185 0.260 0.155 0.122
H 0.85677 0.37868 0.03710 -0.196 -0.366 1.116
H -0.60831 2.09837 -1.43988 -0.005 -0.034 0.001

=====

13
Properties=species:S:1:pos:R:3:forces:R:3 method="wB97M-V/def2-TZVPD" e_above_lowest_kcal_mol=95.6 smiles="C=NN(C)C" energy_ev=-6217.7011 lumo_ev=0.976 largest_force_ha_per_bohr=0.075
C 0.98230 0.63417 -1.49503 -1.025 1.213 1.013
N 0.23533 0.92258 -0.43300 2.064 0.694 -2.095
N -0.25998 -0.04976 0.28294 -1.237 0.024 0.335
C 0.05870 -1.37729 -0.01967 0.990 -2.000 -1.554
C -0.95702 0.24632 1.50683 -1.455 -1.115 1.371
H 1.03950 -0.38995 -1.85577 0.566 0.463 -0.162
H 1.43169 1.46966 -2.10864 -0.839 -1.007 1.022
H -0.64309 -2.13111 0.54051 1.703 1.427 -1.217
H 1.18148 -1.40664 0.23133 -1.210 -1.058 -0.167
H 0.07326 -1.53010 -1.21722 -0.765 -0.203 2.874
H -2.13770 0.41475 1.25210 2.688 -0.574 1.120
H -0.74193 -0.73498 2.29086 -0.969 3.037 -2.155
H -0.53448 1.17942 1.96447 -0.509 -0.901 -0.387

=====

13
Properties=species:S:1:pos:R:3:forces:R:3 method="wB97M-V/def2-TZVPD" e_above_lowest_kcal_mol=49.4 smiles=N[C@@H]1C[C@@H]1N energy_ev=-6219.7065 lumo_ev=1.149 largest_force_ha_per_bohr=0.038
N -1.42362 -0.84150 -0.29159 -1.665 -1.027 -0.082
C -0.75870 0.18970 0.40264 1.271 0.515 -0.270
C -0.00418 1.17058 -0.48894 -0.190 -0.671 1.071
C 0.75948 0.20063 0.37000 -0.086 0.838 1.030
N 1.51985 -0.80915 -0.30221 0.213 -0.980 0.897
H -1.76093 -1.59586 0.33674 0.421 0.756 -0.567
H -2.25576 -0.44953 -0.74602 0.364 -0.393 0.140
H -1.18036 0.57293 1.32564 -0.059 0.082 0.019
H 0.02151 2.21087 -0.26191 -0.100 0.552 0.097
H -0.04167 0.88174 -1.51336 0.057 -0.021 -0.625
H 1.13711 0.61975 1.33926 0.001 -0.302 -0.970
H 2.47967 -0.46290 -0.44730 -0.661 -0.578 0.217
H 1.50760 -1.68728 0.27704 0.433 1.228 -0.957